No. 1
{"formula": "C28H25B2BrF8N4O6PV", "method": "wB97M-V/def2-TZVPD", "species": ["V", "C", "C", "N", "O", "B", "F", "F", "O", "N", "C", "C", "C", "N", "O", "B", "F", "F", "O", "N", "C", "C", "C", "H", "H", "H", "H", "H", "H", "H", "H", "H", "H", "H", "H", "F", "C", "C", "F", "C", "F", "C", "P", "C", "C", "C", "C", "C", "C", "C", "C", "C", "C", "C", "C", "C", "Br", "C", "F", "H", "H", "H", "H", "H", "H", "H", "H", "H", "H", "C", "C", "O", "O", "H", "H", "H"], "coordinates": [[-0.938, 0.920, -0.076], [-2.553, 4.253, -1.982], [-2.393, 2.965, -1.256], [-1.475, 2.763, -0.374], [-0.626, 3.728, -0.048], [-0.586, 3.863, 1.470], [0.065, 4.977, 1.810], [-1.905, 3.793, 1.880], [0.112, 2.650, 2.002], [-0.620, 1.553, 1.790], [-1.099, 0.896, 2.799], [-0.961, 1.291, 4.223], [-1.725, -0.323, 2.347], [-1.599, -0.415, 1.060], [-1.920, -1.542, 0.411], [-3.372, -1.415, -0.119], [-4.111, -0.887, 0.911], [-3.775, -2.617, -0.546], [-3.330, -0.437, -1.232], [-2.735, 0.722, -0.943], [-3.188, 1.789, -1.520], [-4.402, 1.826, -2.378], [-2.360, -1.335, 3.223], [-2.100, 5.058, -1.407], [-3.598, 4.474, -2.178], [-2.025, 4.191, -2.937], [-0.290, 2.144, 4.298], [-0.583, 0.463, 4.821], [-1.939, 1.575, 4.612], [-4.907, 0.863, -2.340], [-4.127, 2.049, -3.409], [-5.080, 2.607, -2.035], [-1.799, -1.493, 4.140], [-2.483, -2.274, 2.686], [-3.358, -0.984, 3.489], [0.920, -6.779, -1.558], [0.922, -5.483, -1.289], [1.887, -4.946, -0.435], [2.821, -5.715, 0.109], [1.879, -3.580, -0.182], [2.850, -3.062, 0.580], [0.918, -2.738, -0.734], [1.026, -0.910, -0.429], [2.449, -0.645, -1.529], [3.741, -0.390, -1.071], [4.754, -0.189, -1.994], [4.496, -0.226, -3.357], [3.218, -0.523, -3.810], [2.197, -0.720, -2.900], [1.395, -0.886, 1.344], [0.801, -1.886, 2.123], [1.155, -2.018, 3.450], [2.073, -1.144, 4.017], [2.594, -0.100, 3.266], [2.240, 0.055, 1.937], [-0.001, -3.274, -1.626], [-1.160, -2.130, -2.557], [-0.001, -4.638, -1.904], [-0.861, -5.132, -2.781], [3.959, -0.382, -0.015], [5.758, -0.002, -1.644], [5.286, -0.019, -4.064], [3.010, -0.594, -4.868], [1.196, -0.917, -3.259], [0.088, -2.569, 1.677], [0.729, -2.814, 4.040], [2.370, -1.275, 5.046], [3.289, 0.591, 3.716], [2.620, 0.891, 1.369], [1.293, 2.849, -2.340], [0.679, 1.729, -1.551], [-0.275, 1.069, -2.017], [1.126, 1.445, -0.406], [0.795, 2.944, -3.300], [2.353, 2.649, -2.481], [1.194, 3.770, -1.766]], "lowdin_charge": [1.013, 0.053, -0.182, -0.068, 0.074, -1.092, 0.249, 0.177, 0.095, -0.022, -0.175, 0.053, -0.182, -0.128, 0.001, -1.155, 0.192, 0.231, 0.039, -0.004, -0.177, 0.044, 0.048, 0.105, 0.095, 0.115, 0.104, 0.093, 0.117, 0.099, 0.113, 0.107, 0.094, 0.108, 0.122, 0.159, -0.115, -0.118, 0.149, -0.203, 0.111, -0.280, 1.205, -0.307, -0.053, -0.052, -0.053, -0.051, -0.088, -0.325, -0.106, -0.054, -0.046, -0.040, -0.070, -0.533, 1.049, -0.235, 0.112, 0.104, 0.114, 0.114, 0.116, 0.063, 0.118, 0.118, 0.116, 0.118, 0.111, 0.069, -0.696, -0.070, -0.109, 0.099, 0.101, 0.102], "multiplicity": 2, "max_force_ev_per_a": 3.2, "e_lumo_ev": [-6.63, -5.19], "total_charge": 1, "molar_mass_g_mol": 849.0, "homo_ha": [-0.439, -0.439], "s2": 1.2473, "orbital_gap_ev": [5.3, 6.8]}

No. 2
{"formula": "C28H25BrCuOSi", "method": "wB97M-V/def2-TZVPD", "species": ["C", "C", "C", "H", "C", "C", "H", "H", "H", "H", "Cu", "Br", "C", "C", "C", "H", "C", "C", "H", "H", "H", "H", "O", "Si", "C", "C", "C", "C", "C", "C", "C", "C", "C", "C", "C", "C", "C", "C", "C", "C", "C", "C", "H", "H", "H", "H", "H", "H", "H", "H", "H", "H", "H", "H", "H", "H", "H"], "coordinates": [[-2.319, -0.574, -2.686], [-2.476, -1.045, -1.351], [-2.719, 0.080, -0.514], [-2.386, -2.079, -1.024], [-2.672, 1.253, -1.321], [-2.409, 0.853, -2.664], [-2.263, 1.523, -3.508], [-2.102, -1.197, -3.546], [-2.894, 0.053, 0.558], [-2.763, 2.273, -0.963], [0.323, 0.409, -4.602], [0.867, -0.999, -2.888], [1.827, 0.971, -5.773], [0.650, 1.738, -6.051], [-0.368, 0.829, -6.483], [0.533, 2.816, -5.950], [0.192, -0.480, -6.520], [1.533, -0.402, -6.058], [2.204, -1.241, -5.912], [2.770, 1.357, -5.398], [-1.369, 1.108, -6.805], [-0.333, -1.379, -6.830], [0.472, -0.274, -0.250], [0.434, -0.241, 1.318], [-0.340, 1.342, 1.956], [-0.688, 1.492, 3.301], [-1.265, 2.687, 3.754], [-1.462, 3.744, 2.858], [-1.078, 3.607, 1.515], [-0.516, 2.406, 1.062], [-0.562, -1.670, 2.043], [-0.145, -2.976, 1.747], [-0.772, -4.076, 2.350], [-1.864, -3.877, 3.207], [-2.339, -2.580, 3.434], [-1.708, -1.486, 2.824], [2.160, -0.272, 2.057], [3.017, -1.331, 1.727], [4.337, -1.341, 2.194], [4.821, -0.273, 2.963], [3.972, 0.798, 3.270], [2.646, 0.797, 2.817], [-0.521, 0.670, 4.003], [-1.558, 2.775, 4.803], [-1.903, 4.680, 3.209], [-1.206, 4.438, 0.817], [-0.217, 2.289, 0.017], [0.680, -3.143, 1.051], [-0.395, -5.084, 2.162], [-2.343, -4.730, 3.695], [-3.195, -2.408, 4.092], [-2.113, -0.488, 2.990], [2.661, -2.150, 1.099], [4.985, -2.186, 1.959], [5.854, -0.276, 3.324], [4.333, 1.635, 3.868], [1.992, 1.637, 3.057]], "lowdin_charge": [-0.158, -0.139, -0.099, 0.085, -0.124, -0.126, 0.072, 0.067, 0.086, 0.073, -0.091, 0.225, -0.244, -0.233, -0.229, 0.079, -0.219, -0.264, 0.086, 0.088, 0.079, 0.086, -0.461, 0.307, -0.241, -0.136, -0.115, -0.128, -0.102, -0.080, -0.196, -0.084, -0.108, -0.133, -0.112, -0.112, -0.195, -0.083, -0.110, -0.133, -0.117, -0.092, 0.101, 0.084, 0.081, 0.091, 0.108, 0.097, 0.088, 0.081, 0.086, 0.080, 0.094, 0.087, 0.081, 0.083, 0.088], "multiplicity": 2, "max_force_ev_per_a": 3.5, "e_lumo_ev": [4.74, 4.38], "total_charge": -2, "molar_mass_g_mol": 549.0, "homo_ha": [-0.018, -0.016], "s2": 0.7673, "orbital_gap_ev": [5.2, 4.8]}

No. 3
{"formula": "C28H25BrOSiTc", "method": "wB97M-V/def2-TZVPD", "species": ["C", "C", "C", "H", "C", "C", "H", "H", "H", "H", "Tc", "Br", "C", "C", "C", "H", "C", "C", "H", "H", "H", "H", "O", "Si", "C", "C", "C", "C", "C", "C", "C", "C", "C", "C", "C", "C", "C", "C", "C", "C", "C", "C", "H", "H", "H", "H", "H", "H", "H", "H", "H", "H", "H", "H", "H", "H", "H"], "coordinates": [[-0.942, -1.250, -4.487], [-1.089, -2.287, -3.518], [-1.835, -1.758, -2.415], [-0.690, -3.293, -3.616], [-2.156, -0.399, -2.699], [-1.586, -0.059, -3.969], [-1.648, 0.910, -4.450], [-0.438, -1.351, -5.442], [-2.097, -2.300, -1.513], [-2.757, 0.271, -2.095], [0.086, -0.551, -2.713], [1.260, -2.524, -1.461], [2.319, 0.778, -2.327], [1.308, 1.449, -3.084], [1.052, 0.662, -4.257], [0.866, 2.427, -2.898], [1.807, -0.568, -4.131], [2.653, -0.432, -2.972], [3.384, -1.164, -2.649], [2.727, 1.123, -1.388], [0.516, 1.009, -5.138], [1.873, -1.345, -4.890], [-0.200, 0.411, -0.942], [-0.105, 0.347, 0.679], [0.286, -1.289, 1.526], [1.415, -1.494, 2.326], [1.615, -2.724, 2.973], [0.657, -3.736, 2.869], [-0.512, -3.508, 2.132], [-0.712, -2.282, 1.492], [1.137, 1.576, 1.326], [2.505, 1.325, 1.148], [3.460, 2.232, 1.630], [3.045, 3.404, 2.276], [1.678, 3.686, 2.407], [0.726, 2.783, 1.906], [-1.704, 0.767, 1.587], [-1.726, 0.817, 2.989], [-2.945, 0.947, 3.681], [-4.142, 1.048, 2.957], [-4.118, 1.025, 1.558], [-2.899, 0.907, 0.875], [2.143, -0.696, 2.494], [2.520, -2.882, 3.562], [0.816, -4.698, 3.365], [-1.280, -4.281, 2.069], [-1.662, -2.091, 0.988], [2.835, 0.415, 0.640], [4.522, 2.024, 1.482], [3.788, 4.116, 2.647], [1.348, 4.619, 2.874], [-0.338, 3.023, 1.981], [-0.794, 0.736, 3.560], [-2.949, 0.967, 4.778], [-5.091, 1.142, 3.495], [-5.050, 1.095, 0.997], [-2.887, 0.920, -0.214]], "lowdin_charge": [-0.200, -0.203, -0.163, 0.104, -0.140, -0.182, 0.120, 0.122, 0.113, 0.103, 1.306, 0.221, -0.139, -0.148, -0.243, 0.120, -0.240, -0.225, 0.075, 0.086, 0.115, 0.113, -0.460, 0.455, -0.285, -0.094, -0.083, -0.093, -0.091, -0.131, -0.229, -0.135, -0.083, -0.095, -0.083, -0.085, -0.247, -0.089, -0.078, -0.099, -0.092, -0.091, 0.089, 0.099, 0.099, 0.100, 0.097, 0.101, 0.102, 0.099, 0.101, 0.101, 0.115, 0.103, 0.099, 0.096, 0.069], "multiplicity": 4, "max_force_ev_per_a": 1.8, "e_lumo_ev": [0.03, -1.13], "molar_mass_g_mol": 583.5, "homo_ha": [-0.244, -0.301], "s2": 3.7745, "orbital_gap_ev": [6.7, 7.1]}

No. 4
{"formula": "C28H25Cl2N5Tl", "method": "wB97M-V/def2-TZVPD", "species": ["Tl", "C", "C", "C", "C", "C", "N", "C", "C", "C", "C", "C", "C", "C", "N", "C", "C", "C", "N", "C", "C", "N", "C", "C", "C", "N", "H", "H", "H", "H", "H", "H", "H", "H", "H", "H", "H", "H", "H", "H", "H", "H", "H", "H", "C", "C", "C", "C", "C", "C", "C", "H", "H", "H", "H", "H", "Cl", "C", "Cl", "H", "H"], "coordinates": [[-0.640, 0.610, -2.363], [-4.559, -2.416, 3.459], [-3.523, -1.745, 2.606], [-2.212, -1.556, 3.038], [-1.267, -1.017, 2.208], [-1.538, -0.574, 0.883], [-0.559, -0.111, 0.081], [0.582, 0.372, 0.684], [0.514, 1.247, 1.788], [1.633, 1.730, 2.423], [2.910, 1.398, 1.980], [4.150, 1.948, 2.623], [3.006, 0.556, 0.888], [1.882, 0.037, 0.257], [2.126, -0.871, -0.793], [2.986, -1.906, -0.762], [3.004, -2.455, -2.026], [2.113, -1.675, -2.760], [1.599, -0.724, -1.997], [-2.886, -0.762, 0.470], [-3.818, -1.350, 1.317], [-3.415, -0.404, -0.790], [-4.649, 0.105, -0.980], [-4.913, 0.046, -2.331], [-3.764, -0.507, -2.890], [-2.873, -0.778, -1.944], [-4.359, -2.261, 4.518], [-4.564, -3.491, 3.264], [-5.549, -2.026, 3.228], [-1.924, -1.853, 4.039], [-0.252, -0.923, 2.569], [-0.467, 1.531, 2.141], [1.516, 2.383, 3.279], [3.946, 2.305, 3.633], [4.525, 2.782, 2.027], [4.927, 1.184, 2.669], [3.988, 0.300, 0.507], [3.499, -2.196, 0.134], [3.579, -3.293, -2.361], [1.829, -1.765, -3.789], [-4.819, -1.520, 0.939], [-5.234, 0.501, -0.173], [-5.801, 0.363, -2.836], [-3.545, -0.714, -3.920], [-0.430, 2.698, -1.411], [0.848, 3.128, -1.409], [1.411, 3.927, -0.359], [2.721, 4.310, -0.372], [3.586, 3.949, -1.403], [3.064, 3.205, -2.456], [1.749, 2.841, -2.499], [0.756, 4.208, 0.455], [3.097, 4.921, 0.441], [4.628, 4.241, -1.394], [3.708, 2.932, -3.286], [1.359, 2.299, -3.357], [-0.813, -3.036, -0.972], [-0.632, -4.732, -1.513], [-1.747, -5.118, -2.830], [-0.870, -5.397, -0.685], [0.381, -4.882, -1.882]], "lowdin_charge": [0.696, -0.075, -0.308, -0.063, -0.038, -0.297, -0.023, -0.270, -0.039, -0.053, -0.294, -0.061, 0.012, -0.126, -0.087, -0.074, -0.079, -0.172, -0.013, -0.151, -0.008, -0.096, -0.078, -0.069, -0.193, -0.050, 0.067, 0.073, 0.067, 0.104, 0.106, 0.124, 0.107, 0.069, 0.071, 0.071, 0.121, 0.119, 0.081, 0.099, 0.113, 0.119, 0.082, 0.096, -0.116, -0.477, -0.087, -0.141, -0.138, -0.134, -0.122, 0.098, 0.091, 0.077, 0.092, 0.053, 0.603, -0.994, 0.481, 0.020, 0.017], "max_force_ev_per_a": 1.8, "e_lumo_ev": [2.53, 2.56], "total_charge": -1, "molar_mass_g_mol": 706.8, "homo_ha": [-0.101, -0.089], "orbital_gap_ev": [5.3, 5.0]}